DFT (ωB97M-V with the def2-TZVPD basis set) results for a structure of composition C14H21S2Ta.

Structure (XYZ):
```
38
Properties=species:S:1:pos:R:3:forces:R:3:lowdin_charge:R:1
Ta 0.3616 0.3161 0.0982 0.2 -0.5 -0.1 1.352
S 2.0762 -0.7446 -0.9933 -0.2 0.2 0.3 0.861
S 1.0989 -0.3356 2.1655 -0.1 0.1 -0.4 0.857
C -0.6472 -3.0135 0.1573 0.1 0.0 0.0 0.005
C -1.9784 0.4875 0.0845 0.1 -0.1 0.2 -0.291
C 2.4181 0.5777 1.4265 0.1 0.2 0.2 -0.738
C -1.5456 0.3397 -1.2736 0.0 -0.1 0.0 -0.297
C -0.9862 -0.9605 -1.4289 0.2 0.1 0.1 -0.312
C 3.0351 1.6246 2.3266 0.0 -0.1 0.0 -0.071
C -1.6588 -0.7158 0.7861 -0.2 0.1 -0.1 -0.328
C -0.5448 -1.5812 -2.7142 0.0 0.0 -0.1 -0.024
C 2.8336 0.4064 0.1165 0.0 0.0 -0.2 -0.725
C -2.6401 1.7042 0.6599 0.0 0.0 0.0 0.010
C -2.0840 -1.1025 2.1639 0.1 0.0 0.1 -0.018
C -1.0137 -1.5999 -0.1444 -0.2 0.0 0.0 -0.311
C -1.6471 1.3784 -2.3509 0.0 0.0 0.0 0.018
C 3.9336 1.2557 -0.4791 0.0 0.0 0.0 -0.080
H 0.0939 -3.4105 -0.5330 0.0 0.0 0.0 0.089
H -1.5496 -3.6243 0.0705 0.0 0.0 0.0 0.124
H -3.6845 1.7287 0.3396 0.0 0.0 0.0 0.122
H 0.0728 -0.9154 -3.3159 0.0 0.0 0.0 0.091
H -1.9296 0.9081 -3.2926 0.0 0.0 0.0 0.109
H -2.1884 2.6367 0.3138 0.0 0.0 0.0 0.096
H 4.0323 1.0714 -1.5456 0.0 0.0 0.0 0.081
H -2.3126 -0.2410 2.7874 0.0 0.0 0.0 0.092
H 2.3671 2.4758 2.4669 0.0 0.0 0.0 0.103
H -2.9867 -1.7131 2.0910 0.0 0.0 0.0 0.122
H -2.6297 1.6939 1.7473 0.0 0.0 0.0 0.090
H 3.2111 1.1880 3.3098 0.0 0.0 0.0 0.100
H 4.8797 0.9980 -0.0001 0.0 0.0 0.0 0.114
H 3.9834 1.9861 1.9406 0.0 0.0 0.0 0.087
H 3.7596 2.3210 -0.3276 0.0 0.0 0.0 0.102
H -2.3943 2.1289 -2.1022 0.0 0.0 0.0 0.099
H -1.3329 -1.7067 2.6735 0.0 0.0 0.0 0.073
H -1.4306 -1.8228 -3.3070 0.0 0.0 0.0 0.120
H -0.0066 -2.5121 -2.5482 0.0 0.0 0.0 0.086
H -0.7006 1.9002 -2.5387 0.0 0.0 0.0 0.101
H -0.2650 -3.1277 1.1698 0.0 0.0 0.0 0.090
```
Positions in Å, forces in eV/Å.

Its frontier orbital gap is 7.70 eV. As for the net charge: +2. The calculation puts the lowest unoccupied orbital energy at -9.10 eV.